# C56H112O23

A 15-piece molecular cluster, C56H112O23 overall at a distorted geometry (ωB97M-V/def2-TZVPD, OMol25).

Values from the calculation:
- orbital gap (eV) = 9.683
- total charge = 0
- energy relative to the best compared isomer or geometry (same formula, charge and spin) (kJ/mol) = 0.0
- E_HOMO (Eh) = -0.338

Each line ends with the Löwdin charge.
CARTESIAN COORDINATES (ANGSTROEM)
C1 -3.519 -0.805 -4.811  -0.144
O1 6.959 2.330 -2.506  0.115
H1 -1.404 -2.225 6.598  0.115
H2 1.364 -2.242 2.659  0.096
H3 0.708 -4.852 -2.658  0.119
H4 0.089 -3.224 -2.917  0.091
C2 0.400 0.730 4.025  -0.165
C3 -5.809 -1.519 1.632  -0.219
H5 5.328 -0.215 -1.661  0.070
H6 5.894 2.091 0.305  0.120
H7 -8.155 -0.421 0.989  0.112
C4 -4.587 -2.403 5.735  -0.193
H8 -0.719 5.255 0.390  0.095
H9 -1.255 -4.021 -0.367  0.103
O2 4.128 2.434 1.290  -0.179
O3 -2.035 -4.365 -2.236  -0.158
H10 -3.419 -2.709 -0.566  0.077
H11 -3.454 2.337 4.654  0.125
H12 -1.612 5.494 -1.827  0.107
H13 -7.810 2.105 -2.770  0.094
C5 4.696 -2.448 2.186  -0.157
H14 -6.710 -0.036 -0.834  0.111
C6 -6.694 -1.069 -0.469  -0.187
C7 2.008 -3.316 -1.865  -0.163
H15 -2.398 2.673 0.660  0.082
H16 2.847 0.912 2.523  0.092
H17 4.175 4.239 -0.937  0.089
C8 1.259 4.135 -1.160  -0.192
O4 3.882 3.258 -3.940  -0.007
H18 -2.258 0.084 1.924  0.074
H19 3.865 -2.173 2.831  0.088
C9 2.718 0.857 3.603  -0.173
C10 2.789 -2.289 -2.661  -0.165
H20 -2.472 2.319 -1.931  0.076
H21 -2.042 -1.368 4.081  0.092
H22 4.638 5.707 1.061  0.118
H23 0.941 -4.499 5.257  0.116
H24 1.384 -0.305 5.703  0.131
O5 1.239 5.257 -0.280  -0.142
O6 8.988 1.379 -2.493  0.008
C11 1.135 -0.442 4.636  -0.203
H25 3.607 3.787 2.771  0.118
O7 -4.095 3.469 -2.327  0.019
C12 -0.200 0.007 0.105  -0.621
O8 2.385 -0.497 3.952  -0.152
C13 4.362 -2.391 0.699  -0.185
H26 -3.122 2.026 -3.514  0.095
C14 -0.532 5.636 -1.770  -0.136
H27 3.665 1.181 4.042  0.122
O9 7.275 0.095 -2.342  0.025
C15 4.847 4.640 1.101  -0.152
H28 5.534 4.402 -4.124  0.088
C16 1.965 0.493 -0.676  -0.022
H29 -0.372 6.569 -2.313  0.110
H30 -8.730 -1.793 0.037  0.109
C17 1.268 -3.324 2.615  -0.198
C18 -7.166 -2.218 1.565  -0.157
H31 4.053 5.319 -3.999  0.100
O10 1.022 -0.443 -0.146  0.001
H32 3.079 -2.409 -4.875  0.116
C19 -3.469 -3.793 -0.495  -0.163
C20 9.601 2.636 -2.724  -0.042
H33 -2.775 -0.297 0.277  0.097
C21 5.902 -0.172 -2.592  -0.039
H34 9.575 3.230 -1.812  0.098
C22 2.880 -3.026 -3.996  -0.207
H35 3.624 -1.622 0.460  0.106
C23 4.997 3.985 -0.259  -0.162
O11 5.599 -2.086 0.043  -0.161
H36 0.596 -1.395 4.614  0.103
O12 -0.643 1.088 -0.191  0.110
C24 -1.332 3.298 2.470  -0.205
H37 -0.216 3.619 -2.704  0.092
C25 4.501 4.437 -4.461  -0.024
C26 -3.642 2.604 2.468  -0.146
H38 0.086 -5.942 2.639  0.114
H39 -4.012 1.396 -2.134  0.084
O13 -3.963 -1.863 4.582  -0.153
H40 1.726 -5.863 4.498  0.119
H41 -3.501 -4.063 6.640  0.106
C27 5.901 -1.535 2.282  -0.159
H42 10.627 2.411 -3.001  0.094
H43 -7.545 3.493 -3.866  0.093
H44 7.234 -1.011 0.703  0.113
C28 6.643 -1.885 0.982  -0.197
C29 -5.323 3.635 -2.802  -0.608
H45 -1.477 -1.640 -2.307  0.112
C30 -2.175 -1.037 -2.894  -0.206
O14 -0.835 -0.917 0.815  -0.005
O15 -5.835 2.481 -3.266  -0.038
H46 2.803 -0.067 -1.071  0.071
H47 -0.827 -5.472 4.076  0.109
H48 2.814 4.022 1.198  0.106
C31 -2.142 -4.463 -0.824  -0.195
H49 0.671 0.600 -3.588  0.076
H50 2.283 3.967 -1.494  0.098
H51 1.557 1.048 -1.523  0.074
H52 1.419 2.522 3.237  0.094
H53 0.195 2.158 -4.286  0.083
H54 1.626 2.233 4.976  0.120
H55 -1.917 -0.001 -2.615  0.100
H56 -5.166 -1.624 6.242  0.117
C32 -7.851 -1.354 0.504  -0.158
H57 -1.770 -3.296 5.254  0.087
H58 1.104 0.951 -5.263  0.105
O16 -5.484 -1.247 0.277  -0.163
H59 -3.557 -2.609 7.641  0.107
H60 5.837 -1.176 -3.000  0.093
C33 -2.208 -0.665 1.135  -0.009
H61 4.043 -3.372 0.345  0.111
O17 2.037 3.642 -5.196  0.134
C34 -0.020 -5.167 3.398  -0.159
H62 5.063 -3.443 2.454  0.122
H63 -3.886 -1.210 -5.756  0.112
H64 -0.075 6.808 0.055  0.124
H65 -3.457 -3.799 -3.619  0.096
C35 -3.404 2.232 -2.473  -0.038
H66 -3.451 -5.518 -3.244  0.118
C36 0.316 4.476 -2.303  -0.132
H67 0.092 0.476 3.005  0.107
C37 -4.333 -4.250 -1.665  -0.152
H68 1.612 -3.677 1.633  0.117
C38 0.996 -3.827 -2.891  -0.190
C39 -2.586 3.242 1.568  -0.144
H69 -3.893 -4.102 0.461  0.114
C40 4.903 2.495 0.091  -0.186
C41 1.198 -4.929 4.280  -0.202
H70 5.893 4.252 -0.818  0.108
H71 9.133 3.175 -3.546  0.095
O18 1.668 -3.750 -4.147  -0.123
H72 -5.044 -2.119 2.125  0.103
H73 -2.701 -0.413 5.432  0.118
C42 0.965 1.392 -4.276  -0.034
H74 -4.932 -0.105 -3.304  0.093
C43 -3.454 -2.975 6.622  -0.145
O19 -1.823 3.180 3.787  -0.119
H75 0.904 4.886 -3.127  0.105
H76 -7.060 -3.242 1.203  0.115
H77 -5.124 -1.822 -3.721  0.113
O20 -5.873 4.693 -2.805  0.145
H78 -1.309 -0.798 -4.915  0.107
H79 -4.826 -5.189 -1.379  0.110
O21 2.039 -4.017 3.582  -0.128
H80 7.270 -2.778 1.046  0.118
H81 -2.140 -5.516 -0.494  0.125
H82 -2.012 -2.365 -4.495  0.108
H83 1.582 -2.901 -0.950  0.097
H84 -0.750 -3.116 3.429  0.078
C44 -3.339 -4.519 -2.810  -0.169
C45 -4.396 -1.023 -3.559  -0.186
C46 3.765 3.770 1.695  -0.185
H85 2.667 -4.149 -1.603  0.117
C47 -2.134 -1.283 -4.401  -0.136
C48 -7.217 2.490 -3.596  -0.033
C49 -2.673 -1.408 4.970  -0.208
H86 -0.495 1.001 4.583  0.103
H87 4.440 4.489 -5.543  0.097
C50 -0.078 5.788 -0.331  -0.197
H88 3.784 -2.086 -2.261  0.091
H89 2.250 -1.346 -2.785  0.099
H90 -7.342 1.865 -4.479  0.094
O22 2.227 1.886 -3.801  -0.025
H91 -0.689 4.169 2.331  0.114
C51 -0.193 -3.793 2.771  -0.153
C52 -2.189 -2.528 5.902  -0.157
H92 -5.865 -0.571 2.187  0.121
H93 -0.635 2.490 2.183  0.093
H94 -5.273 -3.178 5.396  0.116
H95 -6.699 -1.730 -1.341  0.107
H96 -2.527 1.194 3.695  0.075
H97 5.618 -0.477 2.232  0.108
H98 3.731 -3.726 -3.946  0.120
H99 5.779 4.490 1.659  0.120
C53 7.662 1.356 -2.469  -0.617
H100 -2.634 -1.620 1.420  0.086
H101 -0.748 -3.740 1.835  0.091
H102 -7.614 -2.205 2.559  0.113
H103 0.920 3.268 -0.576  0.108
H104 -5.129 -3.586 -1.995  0.090
O23 -3.498 -1.346 -2.504  -0.155
C54 2.657 3.010 -4.392  -0.639
H105 -4.132 1.740 2.004  0.098
H106 6.505 -1.629 3.187  0.115
C55 1.521 1.752 4.004  -0.142
H107 -3.514 0.274 -5.012  0.099
C56 -2.864 2.236 3.744  -0.212
H108 5.436 0.588 -3.216  0.096
H109 -2.862 4.253 1.264  0.107
H110 4.400 1.944 -0.704  0.099
H111 -4.483 3.266 2.684  0.108
H112 2.234 1.187 0.121  0.090